Record 1
C2H2F3NO as an isolated structure. Source: the Open Molecules 2025 dataset; level of theory: ωB97M-V with the def2-TZVPD basis set.

Structure (ORCA input):
```
! RIJCOSX wB97M-V def2-TZVPD def2/J DEFGRID3
* xyz 0 1
C 0.8286 0.9532 -0.4294
C -0.7590 -0.9950 0.2963
N 0.7664 0.2080 0.7014
O 0.2262 1.4696 0.5770
F -1.4248 -1.1039 1.4405
F -1.5596 -0.4211 -0.5850
F -0.2268 -2.1085 -0.0227
H 1.8539 1.3592 -0.6953
H 0.2953 0.6384 -1.2829
*
```

Computed properties:
Largest force on an atom, eV/A: 7.845
Energy above the lowest of the compared OMol25 structures with the same formula, charge and spin, eV: 5.2370
DFT total energy, Eh: -506.84162
HOMO level, Eh: -0.366

Record 2
A 2-piece molecular cluster, C4H5NO3 overall. Source: the Open Molecules 2025 dataset; level of theory: ωB97M-V with the def2-TZVPD basis set.

Structure (ORCA input):
```
! RIJCOSX wB97M-V def2-TZVPD def2/J DEFGRID3
* xyz 0 1
C -1.7993 0.2122 -0.0207
C -0.4018 -0.4863 -0.1215
C 0.2145 -1.6718 -0.0996
C 1.8587 -0.0950 -0.2361
H -2.5539 -0.7104 -0.1172
H -2.3134 0.9904 -0.7372
H -1.8770 0.7602 1.0317
H -0.1769 -2.7269 -0.2696
H 1.4156 2.4939 1.4324
N 0.6600 0.4608 -0.5859
O 1.5265 -1.4898 0.0124
O 2.9418 0.4028 -0.0595
O 0.5051 1.8599 -0.2293
*
```

Computed properties:
Largest force on an atom, eV/A: 4.928
Energy above the lowest of the compared OMol25 structures with the same formula, charge and spin, eV: 8.4931
DFT total energy, Eh: -435.60839
HOMO level, Eh: -0.332

Record 3
C22H39GeN2O3S3SbSeTi as an isolated structure. Source: the Open Molecules 2025 dataset; level of theory: ωB97M-V with the def2-TZVPD basis set.

Structure (ORCA input):
```
! RIJCOSX wB97M-V def2-TZVPD def2/J DEFGRID3
* xyz 0 1
Ti -0.0209 0.4801 0.3497
C -2.1366 -0.1563 -2.4356
C -2.7947 -0.0662 -1.0524
C -3.6390 1.2202 -0.9755
C -3.7343 -1.2651 -0.8494
O -1.8029 -0.0423 -0.0320
Ge -1.6890 -1.4695 1.6065
O -1.0379 0.1606 2.4386
C -1.0339 0.3649 3.8543
C -1.3915 1.8279 4.1434
C 0.3455 0.0228 4.4310
C -2.0767 -0.5417 4.5190
O 0.0857 -1.8655 1.1202
C 0.6860 -3.1420 0.9296
C 2.1982 -2.9497 0.7361
C 0.0856 -3.8207 -0.3031
C 0.4491 -4.0137 2.1677
H -2.8946 -0.0229 -3.2038
H -1.6594 -1.1259 -2.5728
H -1.3792 0.6247 -2.5384
H -4.5923 1.0848 -1.4816
H -3.1147 2.0456 -1.4513
H -3.8284 1.4657 0.0694
H -4.4881 -1.2927 -1.6345
H -4.2329 -1.1822 0.1192
H -3.1664 -2.1964 -0.8753
H -0.6301 2.4913 3.7364
H -1.4510 1.9874 5.2170
H -2.3547 2.0677 3.6925
H 1.0915 0.7571 4.1338
H 0.6531 -0.9583 4.0673
H 0.3035 0.0029 5.5160
H -3.0478 -0.4118 4.0394
H -2.1735 -0.3006 5.5741
H -1.7689 -1.5852 4.4202
H 2.3936 -2.3145 -0.1280
H 2.6809 -3.9119 0.5780
H 2.6393 -2.4785 1.6147
H 0.2631 -3.1993 -1.1781
H -0.9903 -3.9487 -0.1664
H 0.5446 -4.7927 -0.4620
H 0.7762 -3.4784 3.0568
H 1.0154 -4.9382 2.0890
H -0.6131 -4.2472 2.2656
S 4.9067 2.5866 2.5521
Sb 3.5561 2.4557 0.7599
S 2.2688 0.2924 1.2926
S 1.3117 1.9908 1.9239
C -0.5771 5.1009 2.1180
N -1.6408 4.8182 1.1777
C -2.9431 5.0741 1.7509
C -1.5446 3.5055 0.5689
C -0.4540 3.4477 -0.4824
C -0.1744 4.6193 -1.1815
C 0.8445 4.6772 -2.1141
C 1.5749 3.5317 -2.3719
C 1.2700 2.3524 -1.7035
C 0.2485 2.2577 -0.7421
H -0.4740 6.1804 2.2308
H 0.3593 4.6990 1.7347
H -0.7675 4.6655 3.1096
H -2.9838 6.1074 2.0907
H -3.1725 4.4165 2.6042
H -3.7148 4.9355 0.9946
H -2.5033 3.3297 0.0739
H -1.3922 2.6895 1.3170
H -0.7622 5.4969 -0.9605
H 1.0676 5.5971 -2.6354
H 2.3817 3.5340 -3.0921
H 1.8732 1.4778 -1.9494
Se 1.7971 -1.6604 -3.5060
C 1.1677 -0.9417 -2.0946
N 0.7402 -0.4160 -1.1278
*
```

Computed properties:
Largest force on an atom, eV/A: 2.081
Energy above the lowest of the compared OMol25 structures with the same formula, charge and spin, eV: 2.0971
DFT total energy, Eh: -7959.67692
HOMO level, Eh: -0.302

Record 4
C13H23I2InLaNO4S2 as an isolated structure. Source: the Open Molecules 2025 dataset; level of theory: ωB97M-V with the def2-TZVPD basis set.

Structure (ORCA input):
```
! RIJCOSX wB97M-V def2-TZVPD def2/J DEFGRID3
* xyz 4 1
I -0.7128 -3.8665 -1.0955
I -0.7172 -3.2966 -4.0185
In -0.0456 0.5426 -3.1683
La -0.1922 -0.3935 0.1462
S 1.3863 -1.1812 -1.9368
S -1.8718 -0.7036 -1.9044
C 1.9931 0.2327 1.6003
C 3.1819 -0.7339 -1.8430
C -3.4427 0.3211 -1.5566
C 3.6887 -1.0244 -3.2358
C 3.4666 0.6978 -1.4512
C 3.7106 -1.7016 -0.8029
C -4.1865 0.2542 -2.8730
C -3.2095 1.7543 -1.1424
C -4.1318 -0.4419 -0.4481
C 1.9119 1.8364 -4.2672
C -1.6320 2.4154 -4.0873
O 2.8104 0.3734 2.3936
O 2.6213 2.4198 -4.9427
O -2.1967 3.1925 -4.6960
H 3.3258 -0.3022 -3.9604
H 3.3969 -2.0164 -3.5711
H 4.7701 -0.9778 -3.2984
H 3.0785 1.4180 -2.1661
H 4.5504 0.8242 -1.4235
H 3.0960 0.9376 -0.4585
H 3.3409 -1.4378 0.1839
H 4.7944 -1.6848 -0.7386
H 3.4050 -2.7211 -1.0289
H -5.1979 0.6410 -2.8368
H -4.2717 -0.7638 -3.2394
H -3.6854 0.8320 -3.6372
H -4.1761 2.2375 -1.0018
H -2.6824 2.3410 -1.8842
H -2.7034 1.8644 -0.1888
H -5.1414 -0.0975 -0.2428
H -3.6025 -0.3268 0.4921
H -4.1909 -1.5045 -0.6583
C -2.9248 0.8464 3.6663
C -1.9336 0.2771 2.7142
N -1.3388 -0.8525 2.9960
O -1.6151 0.8505 1.5858
H -3.0494 0.2419 4.5929
H -3.9138 0.9370 3.1898
H -2.6034 1.8557 3.9597
H -0.5905 -1.3123 2.4666
H -1.4931 -1.3313 3.9014
*
```

Computed properties:
Largest force on an atom, eV/A: 5.497
DFT total energy, Eh: -2476.78246
HOMO level, Eh: -0.765